# 1
{"formula": "C3H2FO2Sn", "method": "ωB97M-V with the def2-TZVPD basis set", "species": ["O", "O", "C", "C", "C", "H", "H", "F", "Sn"], "xyz": [[0.76768, -1.01193, 0.22161], [0.47491, 1.00979, -0.59031], [-0.57874, -0.93799, 0.15136], [-0.93742, 0.44767, -0.20370], [1.37520, 0.14803, -0.32123], [-1.16379, -1.84998, 0.08064], [-1.59791, 0.60989, -1.06249], [-1.37469, 1.16792, 0.85315], [3.03477, 0.41661, 0.87097]], "total_charge": 2, "multiplicity": 2, "e_tot_ha": -579.27919, "relative_energy_ev": 0.389, "s_squared": 0.767, "e_homo_ev": [-18.672, -21.509]}

=====

# 2
{"formula": "C3H2FO2Zn", "method": "ωB97M-V with the def2-TZVPD basis set", "species": ["O", "C", "O", "C", "C", "H", "H", "F", "Zn"], "xyz": [[-0.36778, 0.45957, 1.67623], [-0.65588, 0.71923, 0.47114], [-1.83421, 0.81607, -0.01529], [1.32061, -0.55222, 0.36653], [0.40234, 0.11974, -0.38020], [1.51417, -1.61295, 0.19561], [1.99976, 0.03164, 0.98869], [-0.05070, -0.34410, -1.58806], [-2.32830, 0.36303, -1.71465]], "total_charge": 0, "multiplicity": 2, "e_tot_ha": -2145.05476, "relative_energy_ev": 1.406, "s_squared": 0.751, "e_homo_ev": [-8.761, -8.779]}

=====

# 3
{"formula": "C3H2FO3Pt", "method": "ωB97M-V with the def2-TZVPD basis set", "species": ["O", "C", "C", "H", "H", "F", "Pt", "O", "O", "C"], "xyz": [[1.09873, -0.94891, 1.31575], [1.28280, 0.27998, 0.93608], [0.24300, 1.01718, 0.42049], [2.26268, 0.75866, 1.05921], [0.17293, 2.07571, 0.19522], [-0.98494, 0.46484, 0.89062], [-0.55655, -1.40438, 0.79351], [-1.30178, -0.21283, -2.87868], [-1.14577, -1.39067, -0.90362], [-1.07110, -0.63958, -1.82859]], "total_charge": 1, "multiplicity": 3, "e_tot_ha": -559.87062, "relative_energy_ev": 1.039, "s_squared": 2.008, "e_homo_ev": [-14.149, -14.176]}

=====

# 4
{"formula": "C3H2FOP", "method": "ωB97M-V with the def2-TZVPD basis set", "species": ["C", "C", "C", "O", "F", "P", "H", "H"], "xyz": [[-1.23974, 0.48757, -0.05896], [-0.25639, 1.19680, -0.27261], [1.01404, 1.80837, -0.25733], [1.61503, 2.78561, -0.08860], [3.17652, -0.44522, 0.64854], [2.44653, -0.42974, -0.81713], [-1.92802, -0.22198, 0.20326], [1.40439, -1.42249, -0.35525]], "total_charge": 0, "e_tot_ha": -631.81517, "relative_energy_ev": 2.160, "e_homo_ev": [-7.916, -7.881]}

=====

# 5
{"formula": "C3H2I2", "method": "ωB97M-V with the def2-TZVPD basis set", "species": ["C", "C", "C", "I", "I", "H", "H"], "xyz": [[-0.46472, 0.27737, 0.03364], [-0.57971, 1.20695, -0.91487], [0.68870, -0.39870, -0.00714], [-0.37476, 0.87940, -2.96790], [1.74346, -0.91786, 1.72315], [-1.24808, 0.51898, 0.83025], [1.28658, -0.58205, -0.89329]], "total_charge": 0, "e_tot_ha": -710.73318, "relative_energy_ev": 2.061, "e_homo_ev": [-8.080, -8.282]}

=====

# 6
{"formula": "C3H2INS", "method": "ωB97M-V with the def2-TZVPD basis set", "species": ["C", "C", "C", "N", "S", "I", "H", "H"], "xyz": [[-0.10446, -0.71566, -0.00119], [-1.17113, 0.26032, -0.00165], [1.14242, -0.28874, -0.00554], [-0.89980, 1.51412, 0.00319], [0.59834, 2.04676, 0.00127], [3.03023, -1.03053, 0.00124], [-0.38549, -1.75711, 0.01448], [-2.21011, -0.02917, -0.01180]], "total_charge": 0, "e_tot_ha": -866.05894, "relative_energy_ev": 1.895, "e_homo_ev": -8.768}

=====

# 7
{"formula": "C3H2InLiO2", "method": "ωB97M-V with the def2-TZVPD basis set", "species": ["C", "Li", "O", "C", "H", "H", "In", "O", "C"], "xyz": [[0.25299, -0.87411, 0.43487], [2.16690, -0.69929, -0.57377], [0.29988, -0.87150, -1.04089], [-0.47136, 0.34566, -0.92508], [-1.51923, 0.21597, -1.22141], [0.00162, 1.13264, -1.52958], [-0.18473, -0.74262, 2.53071], [-0.50044, 1.03311, 1.69891], [-0.04561, 0.46013, 0.62624]], "total_charge": 2, "e_tot_ha": -462.78822, "e_homo_ev": [-19.112, -19.137]}

=====

# 8
{"formula": "C3H2LaLi2O3", "method": "ωB97M-V with the def2-TZVPD basis set", "species": ["C", "C", "O", "H", "H", "Li", "Li", "O", "C", "O", "La"], "xyz": [[0.52724, -0.42135, 0.83702], [-0.06584, 0.35372, -0.09052], [1.10461, 0.06197, 1.93746], [0.58179, -1.50725, 0.67114], [-0.36231, 1.39961, 0.01732], [2.79468, -0.39205, 2.71916], [-0.25289, 1.05786, 2.80370], [0.57888, 0.19223, -1.63787], [-0.42193, 0.17378, -2.42609], [-1.64621, 0.37035, -1.52530], [-2.83801, -1.28885, -3.30602]], "total_charge": 3, "e_tot_ha": -386.67669, "e_homo_ev": [-17.535, -17.536]}

=====

# 9
{"formula": "C3H2Li2O3", "method": "ωB97M-V with the def2-TZVPD basis set", "species": ["C", "O", "H", "Li", "C", "O", "C", "O", "Li", "H"], "xyz": [[-1.33245, 0.32170, 0.82522], [-2.50592, -0.16921, 0.60891], [-0.65518, -0.25023, 1.67767], [-4.03065, -0.40016, -0.23671], [-0.22987, 0.03299, 0.03800], [0.84649, 0.94354, 0.08394], [2.06789, 0.58180, -0.34562], [2.18495, -0.57204, -0.82828], [3.91498, 0.13364, -0.98835], [-0.26025, -0.62205, -0.83478]], "total_charge": -1, "multiplicity": 2, "e_tot_ha": -356.19187, "relative_energy_ev": 1.046, "s_squared": 0.750, "e_homo_ev": [0.064, -2.884]}

=====

# 10
{"formula": "C3H2LiMnO3", "method": "ωB97M-V with the def2-TZVPD basis set", "species": ["O", "O", "C", "C", "O", "C", "Mn", "H", "H", "Li"], "xyz": [[-0.52126, -1.92039, 0.66253], [-0.39618, 0.90745, 0.19058], [0.68087, 1.68654, 0.21551], [-0.44148, -0.23025, -0.67924], [1.75471, 1.28464, -0.24411], [-0.70787, -1.55090, -0.63418], [0.35210, 3.38072, 1.30903], [-1.44274, -2.04942, -1.27176], [-1.20411, -0.89992, 0.93856], [1.92595, -0.60848, -0.48692]], "total_charge": 1, "multiplicity": 6, "e_tot_ha": -1499.25511, "relative_energy_ev": 3.257, "s_squared": 8.822, "e_homo_ev": [-12.460, -10.698]}

=====

# 11
{"formula": "C3H2LiO3Rb", "method": "ωB97M-V with the def2-TZVPD basis set", "species": ["O", "O", "C", "C", "O", "C", "Rb", "H", "H", "Li"], "xyz": [[1.40609, -0.36382, 1.66000], [-0.37786, 0.81552, -0.42934], [-0.56078, 0.01405, -1.51590], [-0.43402, 0.36154, 0.90284], [-0.37895, -1.20641, -1.34731], [0.08516, -0.37336, 1.91969], [-1.01864, 1.61760, -5.28262], [-0.27859, -0.20781, 2.94357], [0.70629, 1.16753, 1.23065], [0.85131, -1.82484, -0.08157]], "total_charge": 0, "e_tot_ha": -372.54441, "e_homo_ev": [-4.418, -5.112]}

=====

# 12
{"formula": "C3H2MgO2", "method": "ωB97M-V with the def2-TZVPD basis set", "species": ["H", "O", "C", "C", "Mg", "H", "C", "O"], "xyz": [[-1.70030, 0.83251, -0.56612], [0.38453, 1.89714, -0.19020], [-0.67062, 2.18061, 0.31119], [-1.87963, 1.71914, 0.19933], [2.51181, 1.91991, 0.08693], [-2.73691, 2.38929, 0.16617], [1.50858, -0.42686, 3.02252], [1.30212, 0.21212, 2.11372]], "total_charge": 1, "multiplicity": 2, "e_tot_ha": -465.64149, "relative_energy_ev": 3.232, "s_squared": 1.101, "e_homo_ev": [-11.430, -11.786]}

=====

# 13
{"formula": "C3H2N2", "method": "ωB97M-V with the def2-TZVPD basis set", "species": ["C", "C", "C", "N", "N", "H", "H"], "xyz": [[-0.18550, 0.32669, -1.05978], [0.16555, 0.22141, 1.03923], [-0.24364, -0.93080, -0.51559], [-0.17734, -1.53349, 0.52322], [0.16046, 1.01710, 0.05238], [-0.35378, 0.72888, -2.02979], [0.63424, 0.17023, 1.99035]], "total_charge": 0, "e_tot_ha": -224.84068, "relative_energy_ev": 4.259, "e_homo_ev": -8.760}

=====

# 14
{"formula": "C3H2N2", "method": "ωB97M-V with the def2-TZVPD basis set", "species": ["C", "C", "C", "N", "N", "H", "H"], "xyz": [[-0.01172, 1.39736, 0.11703], [1.19517, 0.79030, 0.13096], [-0.65355, 0.00312, 0.00293], [1.54218, -0.53987, -0.04958], [0.44361, -1.07150, -0.17112], [-1.19985, -0.40371, 0.84556], [-1.31584, -0.17570, -0.87577]], "total_charge": 0, "e_tot_ha": -224.76929, "relative_energy_ev": 6.201, "e_homo_ev": [-10.053, -10.054]}

=====

# 15
{"formula": "C3H2N2O", "method": "ωB97M-V with the def2-TZVPD basis set", "species": ["C", "C", "C", "H", "H", "N", "N", "O"], "xyz": [[-0.19968, -0.75485, 0.95088], [0.84579, 0.24347, -0.48783], [-0.62927, 0.34155, -0.73460], [1.41014, 1.02821, -0.91161], [-0.91282, 1.07243, -1.44575], [1.14878, -0.28079, 0.64161], [-1.17703, -0.34676, 0.09893], [-0.48592, -1.30325, 1.88837]], "total_charge": 0, "e_tot_ha": -300.18175, "relative_energy_ev": 1.351, "e_homo_ev": -11.008}

=====

# 16
{"formula": "C3H2N2O2", "method": "ωB97M-V with the def2-TZVPD basis set", "species": ["H", "N", "C", "C", "N", "O", "C", "O", "H"], "xyz": [[2.04579, -0.96681, -0.98270], [1.23225, -1.46002, -0.61746], [0.34340, -0.65431, -0.24004], [-0.94330, -1.24334, 0.11117], [-1.92823, -1.83714, 0.23248], [0.49124, 0.70351, -0.32147], [-0.23327, 1.62742, 0.39490], [-0.09875, 2.78558, 0.16359], [-0.87731, 1.20422, 1.18042]], "total_charge": 0, "e_tot_ha": -375.47082, "relative_energy_ev": 1.108, "e_homo_ev": -11.701}

=====

# 17
{"formula": "C3H2N2O2", "method": "ωB97M-V with the def2-TZVPD basis set", "species": ["H", "N", "C", "C", "N", "O", "C", "O", "H"], "xyz": [[-1.53588, -1.97377, -0.18376], [-1.79264, -0.98708, -0.12501], [-0.78770, -0.26536, 0.07693], [-0.91866, 1.17432, 0.24799], [-0.96465, 2.31105, 0.44920], [0.48654, -0.73383, 0.31864], [1.55852, -0.01117, -0.15378], [1.53380, 0.67790, -1.12529], [2.41103, -0.17919, 0.51279]], "total_charge": 0, "e_tot_ha": -375.47562, "relative_energy_ev": 0.977, "e_homo_ev": -11.687}

=====

# 18
{"formula": "C3H2N2O2", "method": "ωB97M-V with the def2-TZVPD basis set", "species": ["C", "C", "C", "N", "N", "O", "O", "H", "H"], "xyz": [[2.50250, 0.78130, 0.09708], [-1.09457, -1.09748, -0.15120], [-1.32394, 0.36698, -0.39345], [1.41698, 1.23473, -0.07038], [-2.13666, -0.36804, 0.30461], [3.55028, 0.32640, 0.32187], [-0.64432, -2.19106, 0.03978], [0.80678, 1.20806, -0.78761], [-3.07705, -0.26090, 0.63928]], "total_charge": 0, "e_tot_ha": -375.37351, "relative_energy_ev": 3.756, "e_homo_ev": -9.716}

=====

# 19
{"formula": "C3H2N2O3", "method": "ωB97M-V with the def2-TZVPD basis set", "species": ["O", "N", "O", "C", "C", "N", "O", "C", "H", "H"], "xyz": [[1.91485, 1.12639, 0.17754], [1.44351, 0.04791, -0.03620], [1.97124, -1.01996, -0.26329], [0.02664, 0.07614, 0.10737], [-1.00747, 1.16506, -0.08778], [-2.17487, 0.62797, -0.09771], [-1.88611, -0.84973, -0.04141], [-0.61678, -1.09060, 0.22961], [-1.03950, 2.34783, -0.13354], [-0.25516, -2.03618, 0.59299]], "total_charge": 0, "e_tot_ha": -450.55525, "relative_energy_ev": 6.749, "e_homo_ev": -10.656}

=====

# 20
{"formula": "C3H2N2O3", "method": "ωB97M-V with the def2-TZVPD basis set", "species": ["O", "C", "C", "N", "C", "N", "O", "O", "H", "H"], "xyz": [[-1.19634, 2.49820, -0.58230], [-0.54888, 1.45632, -0.67180], [-0.90653, 0.17654, -1.41303], [-0.44897, -0.94046, -0.88167], [0.28608, -0.42548, 0.17107], [0.80632, -1.33402, 0.89005], [1.50855, -0.90510, 1.92786], [0.29582, 0.87062, 0.32645], [-1.48798, 0.35657, -2.29710], [1.69192, -1.75319, 2.53048]], "total_charge": 0, "e_tot_ha": -450.64929, "relative_energy_ev": 4.190, "e_homo_ev": -9.644}